(one)
Formula: C4H5N2
Source: OMol25
Level of theory: ωB97M-V/def2-TZVPD

Cartesian coordinates (Å):
C  -0.249  1.895  -0.610
C  1.321  -1.349  1.220
C  -0.736  -0.174  -0.671
C  -1.319  1.134  -0.183
N  2.090  -2.042  1.793
N  -0.117  0.902  -1.418
H  -0.009  2.928  -0.629
H  0.067  -0.762  -0.112
H  -1.258  -1.020  -1.300
H  -2.302  1.363  -0.287
H  2.512  -2.875  2.197

The calculation puts the HOMO-LUMO gap at 9.8 eV. The total charge is +1.

---

(two)
Formula: C4H5N2
Source: OMol25
Level of theory: ωB97M-V/def2-TZVPD

Cartesian coordinates (Å):
C  0.920  0.208  1.293
C  1.128  -0.483  0.110
C  -0.971  -0.605  -1.003
C  -0.559  0.997  -0.023
N  -0.161  1.031  1.169
N  0.169  -0.071  -0.730
H  1.655  0.154  2.170
H  1.985  -1.211  -0.211
H  -1.102  -1.623  -0.921
H  -1.699  -0.059  -1.438
H  -1.366  1.661  -0.417

The calculation puts the HOMO-LUMO gap at 8.9 eV. The total charge is +1.

---

(three)
Formula: C4H5N2
Source: OMol25
Level of theory: ωB97M-V/def2-TZVPD

Cartesian coordinates (Å):
C  0.665  0.497  -0.695
C  2.018  0.558  -0.606
C  2.075  -0.320  0.545
C  -1.700  -0.167  -0.177
N  0.875  -0.549  0.976
N  -0.399  0.417  -0.088
H  2.564  0.940  -1.431
H  3.087  -0.716  0.970
H  -1.869  -0.877  -1.041
H  -2.561  0.537  -0.053
H  -1.787  -0.813  0.642

The calculation puts the HOMO-LUMO gap (spin up / spin down) at 7.8 / 7.8 eV. The total charge is +1.

---

(two) comes first in stability; the runner-up is 39.8 kcal/mol higher.

---

(one)
Formula: C20H47BrFNO9
Source: OMol25
Level of theory: ωB97M-V/def2-TZVPD

Cartesian coordinates (Å):
C  -2.898  0.620  2.269
C  -3.275  -0.636  1.232
O  -4.154  -1.560  1.633
O  -2.636  -0.786  -0.084
C  -3.610  -0.770  -1.187
C  -3.069  0.298  -2.354
C  -2.602  1.739  -1.724
C  -1.027  2.138  -2.032
O  -0.780  3.473  -2.143
O  0.076  1.186  -2.236
C  0.860  1.001  -0.970
N  1.760  2.211  -0.852
F  -0.145  0.856  0.107
C  1.813  -0.308  -1.219
C  1.862  -1.385  0.015
C  2.215  -0.746  1.484
Br  0.213  -2.576  0.112
H  -1.798  1.036  2.077
H  -2.885  0.251  3.403
H  -3.678  1.509  2.137
H  -3.561  -1.838  -1.698
H  -4.669  -0.489  -0.776
H  -2.261  -0.167  -3.061
H  -4.031  0.509  -3.026
H  -2.891  1.761  -0.590
H  -3.263  2.577  -2.257
H  1.252  3.073  -0.554
H  2.187  2.395  -1.799
H  1.408  -0.869  -2.185
H  2.926  0.010  -1.479
H  2.751  -2.139  -0.238
H  2.512  -1.668  2.183
H  1.178  -0.360  1.933
H  3.053  0.071  1.484
C  -3.348  6.721  -0.340
C  -1.854  6.888  -0.156
O  -1.292  5.690  0.361
H  -3.828  6.473  0.612
H  -3.797  7.638  -0.734
H  -3.564  5.899  -1.030
H  -1.643  7.696  0.551
H  -1.365  7.124  -1.106
H  -1.478  4.980  -0.278
C  4.129  -5.098  4.032
C  3.004  -4.164  3.638
O  2.922  -4.072  2.223
H  5.084  -4.740  3.633
H  4.208  -5.177  5.120
H  3.965  -6.098  3.617
H  3.182  -3.161  4.035
H  2.044  -4.522  4.022
H  2.755  -4.967  1.880
C  -7.993  -0.234  1.874
C  -6.987  0.663  2.566
O  -6.484  0.021  3.728
H  -8.822  -0.473  2.548
H  -8.395  0.249  0.978
H  -7.532  -1.184  1.586
H  -7.458  1.602  2.871
H  -6.149  0.897  1.902
H  -6.061  -0.808  3.445
C  7.094  -6.304  1.211
C  6.906  -5.001  0.463
O  5.532  -4.812  0.156
H  6.734  -7.147  0.613
H  8.149  -6.467  1.451
H  6.517  -6.304  2.141
H  7.467  -5.014  -0.476
H  7.252  -4.152  1.060
H  5.044  -4.794  0.997
C  1.907  2.100  -5.714
C  2.913  2.996  -5.023
O  3.417  2.354  -3.860
H  1.078  1.860  -5.040
H  1.506  2.582  -6.610
H  2.369  1.149  -6.002
H  2.443  3.935  -4.717
H  3.752  3.230  -5.686
H  3.840  1.525  -4.143

The calculation puts the HOMO-LUMO gap at 9.9 eV. The total charge is 0. As for the structure (SMILES): CC(=O)OCCCC(=O)O[C@@](N)(F)C[C@@H](C)Br.CCO.CCO.CCO.CCO.CCO.

---

(two)
Formula: C20H47BrFNO9
Source: OMol25
Level of theory: ωB97M-V/def2-TZVPD

Cartesian coordinates (Å):
C  -0.271  -3.547  0.300
C  -1.361  -2.856  1.299
O  -2.426  -3.479  1.591
O  -1.169  -1.550  1.807
C  -1.142  -1.516  3.260
C  0.158  -0.661  3.726
C  1.497  -1.104  2.961
C  2.205  0.069  2.133
O  3.461  -0.007  2.042
O  1.537  1.179  1.557
C  1.280  0.948  0.116
N  2.550  1.191  -0.584
F  0.794  -0.385  0.019
C  0.247  2.083  -0.322
C  -0.976  1.586  -1.219
C  -0.570  0.731  -2.508
Br  -2.414  0.657  -0.160
H  0.334  -2.762  -0.285
H  -0.801  -4.168  -0.509
H  0.452  -4.211  0.897
H  -2.049  -0.896  3.591
H  -1.136  -2.574  3.672
H  -0.015  0.461  3.691
H  0.298  -0.940  4.837
H  1.275  -2.034  2.346
H  2.255  -1.419  3.767
H  3.226  0.426  -0.464
H  2.964  2.053  -0.196
H  -0.179  2.553  0.636
H  0.777  2.934  -0.877
H  -1.489  2.538  -1.616
H  -1.500  0.711  -3.187
H  -0.455  -0.358  -2.150
H  0.340  1.116  -3.068
C  5.848  -3.819  2.469
C  6.232  -2.925  1.306
O  5.078  -2.573  0.554
H  5.357  -4.727  2.109
H  6.727  -4.101  3.052
H  5.137  -3.311  3.128
H  6.924  -3.443  0.639
H  6.714  -2.009  1.661
H  4.473  -2.107  1.149
C  -4.885  1.481  -5.671
C  -4.103  0.713  -4.623
O  -3.773  1.565  -3.532
H  -4.303  2.332  -6.037
H  -5.139  0.838  -6.517
H  -5.808  1.884  -5.246
H  -3.171  0.331  -5.046
H  -4.684  -0.134  -4.245
H  -4.601  1.892  -3.157
C  -1.901  -6.700  4.034
C  -0.972  -6.663  2.837
O  -1.699  -6.908  1.641
H  -2.396  -7.672  4.104
H  -1.352  -6.516  4.961
H  -2.688  -5.947  3.936
H  -0.200  -7.430  2.929
H  -0.485  -5.685  2.754
H  -2.373  -6.219  1.562
C  -5.028  5.756  -5.613
C  -3.665  5.784  -4.948
O  -3.665  4.962  -3.788
H  -5.799  6.103  -4.920
H  -5.042  6.389  -6.503
H  -5.296  4.735  -5.903
H  -3.411  6.801  -4.641
H  -2.890  5.426  -5.633
H  -3.882  4.061  -4.068
C  3.339  4.506  2.861
C  4.257  4.535  1.655
O  3.514  4.289  0.465
H  2.838  3.537  2.938
H  3.899  4.688  3.782
H  2.556  5.264  2.770
H  5.023  3.763  1.739
H  4.753  5.506  1.565
H  2.843  4.980  0.392

The calculation puts the HOMO-LUMO gap at 10.2 eV. The total charge is 0. As for the structure (SMILES): CC(=O)OCCCC(=O)O[C@@](N)(F)C[C@@H](C)Br.CCO.CCO.CCO.CCO.CCO.

---

(two) comes first in stability; the runner-up is 92.6 kcal/mol higher.

---

(one)
Formula: C13H52N20O13
Source: OMol25
Level of theory: ωB97M-V/def2-TZVPD

Cartesian coordinates (Å):
C  -0.164  -3.249  -2.217
O  -1.308  -3.218  -1.457
H  0.736  -2.947  -1.682
H  0.093  -4.185  -2.713
H  -0.230  -2.551  -3.052
H  -1.509  -4.155  -1.401
C  0.734  0.359  -3.118
O  1.536  -0.431  -4.053
H  1.294  0.457  -2.188
H  0.546  1.414  -3.314
H  -0.248  -0.110  -3.059
H  1.435  -0.076  -4.939
C  -2.150  3.431  -2.344
O  -1.275  2.421  -1.883
H  -1.886  4.368  -1.854
H  -1.915  3.730  -3.365
H  -3.192  3.114  -2.303
H  -0.741  2.847  -1.208
C  -3.847  1.479  1.105
O  -3.731  2.102  2.088
N  -2.918  1.255  0.273
N  -4.964  1.151  0.586
H  -3.275  0.957  -0.623
H  -2.130  1.884  0.336
H  -4.922  0.451  -0.141
H  -5.905  1.352  0.893
C  -3.594  -0.440  -2.750
O  -4.275  -0.530  -1.748
N  -2.653  -1.353  -3.060
N  -3.558  0.687  -3.420
H  -2.223  -1.368  -3.974
H  -2.405  -2.131  -2.465
H  -4.135  1.473  -3.156
H  -2.956  0.715  -4.231
C  -4.857  -2.866  0.789
O  -5.642  -3.312  1.705
N  -3.620  -2.430  1.000
N  -5.151  -2.672  -0.484
H  -3.152  -1.890  0.286
H  -3.239  -2.406  1.935
H  -4.658  -1.924  -0.949
H  -6.083  -2.901  -0.797
C  3.376  2.442  0.230
O  3.404  2.507  1.408
N  4.390  2.080  -0.546
N  2.338  2.829  -0.438
H  5.225  1.647  -0.177
H  4.325  2.125  -1.553
H  1.540  3.333  -0.081
H  2.378  2.503  -1.393
C  0.093  -4.933  2.451
O  -0.080  -6.089  2.839
N  1.088  -4.177  2.774
N  -0.773  -4.250  1.873
H  1.006  -3.225  2.445
H  1.865  -4.588  3.272
H  -1.423  -4.941  1.526
H  -0.668  -3.270  1.654
C  0.295  -0.896  0.915
O  0.853  -1.875  1.414
N  0.490  0.306  1.255
N  -0.585  -0.943  -0.058
H  -0.073  0.998  0.781
H  1.175  0.639  1.918
H  -1.110  -0.101  -0.250
H  -0.829  -1.790  -0.550
C  1.315  2.378  4.582
O  1.692  1.236  4.739
N  1.699  3.129  3.528
N  0.481  3.002  5.330
H  2.537  2.872  3.026
H  1.437  4.099  3.632
H  0.087  2.551  6.143
H  0.126  3.944  5.252
C  5.147  -0.676  1.188
O  5.347  0.147  2.058
N  6.006  -1.047  0.277
N  4.102  -1.406  1.455
H  6.969  -0.750  0.343
H  5.660  -1.822  -0.271
H  3.939  -2.282  0.980
H  3.362  -1.122  2.081
C  3.640  -2.460  -1.581
O  4.162  -2.996  -0.666
N  2.706  -1.595  -1.472
N  3.965  -2.870  -2.780
H  2.461  -1.278  -0.544
H  2.358  -1.185  -2.327
H  3.588  -2.363  -3.568
H  4.635  -3.579  -3.039
C  -0.432  3.993  1.240
O  -0.372  3.082  0.442
N  -0.983  3.932  2.391
N  0.060  5.149  1.079
H  -0.735  4.637  3.070
H  -1.500  3.101  2.642
H  0.430  5.505  0.209
H  -0.053  5.843  1.805

The calculation puts the HOMO-LUMO gap at 7.5 eV. The total charge is 0.

---

(two)
Formula: C13H52N20O13
Source: OMol25
Level of theory: ωB97M-V/def2-TZVPD

Cartesian coordinates (Å):
C  0.557  -0.639  0.332
O  -0.302  -1.443  1.024
H  1.604  -0.828  0.567
H  0.412  -1.024  -0.677
H  0.324  0.416  0.479
H  -1.055  -0.858  1.129
C  -0.813  -3.798  -1.672
O  0.398  -4.402  -2.095
H  -1.129  -3.839  -0.630
H  -0.891  -2.720  -1.815
H  -1.568  -4.360  -2.221
H  0.235  -5.331  -1.918
C  1.165  -1.613  -4.098
O  1.854  -2.454  -3.214
H  0.465  -2.159  -4.730
H  0.662  -0.796  -3.581
H  1.873  -1.120  -4.764
H  1.211  -3.047  -2.819
C  -2.822  2.923  -0.264
O  -3.733  2.744  -0.997
N  -2.949  3.398  0.910
N  -1.542  2.595  -0.477
H  -2.094  3.598  1.409
H  -3.892  3.590  1.215
H  -1.413  2.014  -1.293
H  -0.759  3.052  -0.031
C  1.269  4.432  -0.050
O  0.793  3.319  0.081
N  1.099  5.262  -1.086
N  1.980  5.098  0.835
H  1.283  6.224  -0.838
H  0.523  4.976  -1.864
H  2.343  4.684  1.682
H  2.179  6.065  0.622
C  0.205  2.364  3.666
O  1.180  2.954  4.127
N  -0.515  1.554  4.281
N  -0.292  2.506  2.466
H  -0.284  1.300  5.231
H  -0.821  0.836  3.640
H  -1.150  1.998  2.301
H  0.080  3.191  1.825
C  -5.076  -1.268  -1.051
O  -6.228  -1.388  -0.898
N  -4.406  -0.317  -0.469
N  -4.329  -2.157  -1.608
H  -4.828  0.427  0.069
H  -3.407  -0.349  -0.608
H  -3.324  -2.060  -1.627
H  -4.790  -2.818  -2.218
C  -2.186  0.102  -3.293
O  -1.903  -0.345  -2.235
N  -3.377  0.123  -3.729
N  -1.370  0.886  -3.969
H  -3.674  0.432  -4.643
H  -3.893  -0.421  -3.053
H  -1.644  1.458  -4.755
H  -0.439  0.991  -3.591
C  2.337  -3.711  0.887
O  1.639  -4.504  1.478
N  3.321  -3.053  1.433
N  2.410  -3.592  -0.414
H  3.989  -2.533  0.882
H  3.546  -3.126  2.415
H  2.699  -2.725  -0.845
H  1.619  -3.994  -0.896
C  2.638  1.609  -2.910
O  3.440  1.138  -3.640
N  1.852  2.603  -3.312
N  2.314  1.221  -1.710
H  1.225  3.040  -2.651
H  1.995  3.022  -4.219
H  2.732  0.393  -1.311
H  1.687  1.812  -1.184
C  5.145  -0.633  -0.074
O  4.080  -0.966  -0.616
N  6.321  -0.402  -0.682
N  5.347  -0.645  1.185
H  7.028  0.028  -0.103
H  6.305  -0.362  -1.691
H  6.338  -0.552  1.358
H  4.697  -0.984  1.879
C  -3.210  0.008  2.875
O  -2.223  0.138  2.237
N  -4.320  0.776  2.792
N  -3.358  -0.898  3.827
H  -5.171  0.471  3.241
H  -4.353  1.637  2.265
H  -2.580  -1.499  4.058
H  -4.270  -0.987  4.252
C  0.702  -2.016  4.329
O  1.167  -2.110  5.458
N  1.261  -1.529  3.278
N  -0.425  -2.595  3.891
H  0.796  -1.827  2.432
H  2.201  -1.163  3.309
H  -0.633  -2.524  2.906
H  -1.084  -2.922  4.583

The calculation puts the HOMO-LUMO gap at 9.0 eV. The total charge is 0.

---

(two) comes first in stability; the runner-up is 8.5 kcal/mol higher.